Entry from the OMol25 dataset: a single C4H4N2 molecule at a distorted geometry (wB97M-V/def2-TZVPD).

The geometry in ORCA input format:
```
! RIJCOSX wB97M-V def2-TZVPD def2/J DEFGRID3
* xyz 0 1
C 1.0861 0.0120 0.6727
C -0.1242 -0.5920 1.0109
N -1.2991 -0.4128 0.3928
C -1.1648 0.0881 -0.8155
N -0.0096 0.3423 -1.4678
C 1.0755 0.4398 -0.7162
H 0.6171 0.4560 1.7418
H -0.0715 -1.3061 1.8261
H -2.0854 0.2563 -1.3636
H 1.9759 0.7166 -1.2813
*
```

## Properties
- frontier orbital gap (eV) = 9.165
- M (g/mol) = 80.090
- HOMO level (eV) = -9.3

Entry from the OMol25 dataset: a single C4H4N2 molecule at a distorted geometry (wB97M-V/def2-TZVPD).

The geometry in ORCA input format:
```
! RIJCOSX wB97M-V def2-TZVPD def2/J DEFGRID3
* xyz 0 1
C -0.1492 -0.4665 0.6062
C -0.2806 -0.4210 1.9016
N -0.1757 2.4877 -0.5216
N 0.1116 1.5104 -1.0330
C 0.4179 0.3383 -1.5136
C 0.1791 -0.7926 -0.6291
H 0.1162 -1.3499 2.2938
H -0.9789 0.2113 2.4466
H 0.5829 0.3178 -2.5748
H 0.1766 -1.8353 -0.9761
*
```

## Properties
- frontier orbital gap (eV) = 7.760
- M (g/mol) = 80.090
- HOMO level (eV) = -7.4

Entry from the OMol25 dataset: 3 unconnected molecules or ions with the total composition C4H4N2 at a distorted geometry (wB97M-V/def2-TZVPD).

The geometry in ORCA input format:
```
! RIJCOSX wB97M-V def2-TZVPD def2/J DEFGRID3
* xyz 0 1
C -0.3814 1.3247 1.4943
C -1.0073 1.8347 0.6033
H 0.1812 0.8837 2.2868
H -1.5567 2.2841 -0.1931
C 1.0621 -1.9057 -0.3496
C 0.5445 -1.7507 0.7226
H 1.5154 -2.0347 -1.3106
H 0.0781 -1.6241 1.6739
N -0.6248 0.8487 -2.3542
N 0.1889 0.1394 -2.5735
*
```

## Properties
- frontier orbital gap (eV) = 11.688
- M (g/mol) = 80.090
- HOMO level (eV) = -10.4

Entry from the OMol25 dataset: a molecular structure, C4H4N2 at a distorted geometry (wB97M-V/def2-TZVPD).

The geometry in ORCA input format:
```
! RIJCOSX wB97M-V def2-TZVPD def2/J DEFGRID3
* xyz 0 1
C -0.7041 -0.7059 1.4610
C 0.2058 0.8472 -0.6761
C 1.1182 -0.1416 -0.3162
C -0.1790 -0.8374 0.1917
N -1.1900 -0.5343 2.4980
N -0.4848 1.7559 -1.0653
H 1.4838 -0.7692 -1.2490
H 1.8470 0.1611 0.3309
H -0.6428 -1.4944 -0.4591
H -1.4541 1.7187 -0.7159
*
```

## Properties
- frontier orbital gap (eV) = 8.693
- M (g/mol) = 80.090
- HOMO level (eV) = -8.2

Entry from the OMol25 dataset: a single C4H4N2 molecule at a distorted geometry (wB97M-V/def2-TZVPD).

The geometry in ORCA input format:
```
! RIJCOSX wB97M-V def2-TZVPD def2/J DEFGRID3
* xyz 0 1
C 0.8153 0.8313 -0.0076
C 1.7955 -0.1987 0.0735
N -0.0635 -2.5116 0.1369
N -0.7236 -1.6005 0.1495
C -1.3809 -0.4434 0.0951
C -0.5763 0.7212 0.1014
H 1.1443 1.8647 -0.1701
H 2.6328 0.1906 -0.5638
H -2.4722 -0.4964 0.0959
H -1.1725 1.6379 0.0901
*
```

## Properties
- frontier orbital gap (alpha / beta) (eV) = 7.105 / 6.988
- M (g/mol) = 80.090
- HOMO level (alpha / beta) (eV) = -7.8 / -7.6

Entry from the OMol25 dataset: a single C4H4N2 molecule at a distorted geometry (wB97M-V/def2-TZVPD).

The geometry in ORCA input format:
```
! RIJCOSX wB97M-V def2-TZVPD def2/J DEFGRID3
* xyz 0 1
C 2.3346 -0.0399 0.0042
C 1.1418 -0.0122 0.1507
C -0.3140 0.0305 0.3496
N -0.9613 -1.1837 -0.1149
C -0.8746 1.2956 -0.1942
N -1.4315 2.2785 -0.4339
H 3.3964 -0.0688 -0.1164
H -0.5110 0.1255 1.4234
H -0.8169 -1.2990 -1.1134
H -1.9634 -1.1265 0.0448
*
```

## Properties
- frontier orbital gap (eV) = 11.302
- M (g/mol) = 80.090
- HOMO level (eV) = -10.6

Entry from the OMol25 dataset: a single C4H4N2 molecule at a distorted geometry (wB97M-V/def2-TZVPD).

The geometry in ORCA input format:
```
! RIJCOSX wB97M-V def2-TZVPD def2/J DEFGRID3
* xyz 0 1
C 2.1933 -0.3237 0.2349
C 1.0294 -0.0173 0.2398
C -0.4148 0.2943 0.3176
N -1.3033 -0.8595 0.1554
C -0.7611 1.3258 -0.6826
N -1.0405 2.1183 -1.4759
H 3.2339 -0.5703 0.2283
H -0.6091 0.7411 1.3024
H -1.4909 -1.0183 -0.8286
H -0.8369 -1.6903 0.5088
*
```

## Properties
- frontier orbital gap (eV) = 11.177
- M (g/mol) = 80.090
- HOMO level (eV) = -10.4

Entry from the OMol25 dataset: a single C4H4N2 molecule at a distorted geometry (wB97M-V/def2-TZVPD).

The geometry in ORCA input format:
```
! RIJCOSX wB97M-V def2-TZVPD def2/J DEFGRID3
* xyz 0 1
C 0.9693 0.1889 -1.2566
C 1.2053 -0.3657 -0.0128
N 0.0011 -0.5390 0.6483
C -0.8758 -0.0576 -0.2506
N -0.3967 0.5306 -1.3795
C -1.3272 0.1285 1.0783
H 1.6306 0.4303 -2.1708
H 2.1776 -0.8236 0.4077
H -1.2986 1.1449 1.4317
H -2.0857 -0.6374 1.5043
*
```

## Properties
- frontier orbital gap (eV) = 9.933
- M (g/mol) = 80.090
- HOMO level (eV) = -9.0

Entry from the OMol25 dataset: a single C4H4N2 molecule at a distorted geometry (wB97M-V/def2-TZVPD).

The geometry in ORCA input format:
```
! RIJCOSX wB97M-V def2-TZVPD def2/J DEFGRID3
* xyz 0 1
C 1.1073 -0.7430 -0.0837
C 1.1935 0.5724 -0.0556
N 0.0906 1.4373 -0.0878
C -1.1106 0.7362 -0.1010
C -1.2130 -0.6492 0.0322
N -0.0631 -1.2559 -0.1248
H 1.9110 -1.4244 0.0464
H 2.0243 1.2728 0.2888
H -2.0437 1.3491 -0.0195
H -1.8963 -1.2953 0.1050
*
```

## Properties
- frontier orbital gap (eV) = 9.899
- M (g/mol) = 80.090
- HOMO level (eV) = -9.5

Entry from the OMol25 dataset: a single C4H4N2O molecule at a distorted geometry (wB97M-V/def2-TZVPD).

The geometry in ORCA input format:
```
! RIJCOSX wB97M-V def2-TZVPD def2/J DEFGRID3
* xyz 0 1
O 2.4944 -1.3687 -0.1570
C 1.4961 -0.7371 -0.0581
C 1.1318 0.6267 -0.0121
C -0.1559 1.1298 -0.0092
N -1.2925 0.4384 -0.0747
C -1.1363 -1.2875 0.0719
N 0.0050 -1.7585 0.1144
H 1.9477 1.3414 0.0191
H -0.2148 2.2249 0.0578
H -2.1075 1.0688 -0.0492
H -2.1681 -1.6781 0.0970
*
```

## Properties
- frontier orbital gap (eV) = 9.635
- M (g/mol) = 96.089
- HOMO level (eV) = -9.0

Entry from the OMol25 dataset: 2 unconnected molecules or ions with the total composition C4H4N2O (wB97M-V/def2-TZVPD).

The geometry in ORCA input format:
```
! RIJCOSX wB97M-V def2-TZVPD def2/J DEFGRID3
* xyz 0 1
O 2.4418 -1.2250 0.0087
C 1.2756 -0.9180 -0.0125
C 0.9168 0.5758 0.0312
C -0.3863 0.5902 -0.0005
N -1.4249 -0.0789 -0.0516
C -1.0143 -1.4176 -0.0882
N 0.2045 -1.8254 -0.0715
H 1.6782 1.3345 0.0859
H -1.8336 -2.1264 -0.1354
H -0.9268 2.5632 -0.2555
H -0.9309 2.5274 0.4895
*
```

## Properties
- frontier orbital gap (eV) = 8.465
- M (g/mol) = 96.089
- HOMO level (eV) = -9.5

Entry from the OMol25 dataset: a single C4H4N2O molecule (wB97M-V/def2-TZVPD).

The geometry in ORCA input format:
```
! RIJCOSX wB97M-V def2-TZVPD def2/J DEFGRID3
* xyz 0 1
O 2.1010 -0.9214 0.8373
C 1.5070 -0.9916 -0.2148
C 0.9920 1.6430 -0.2652
C -0.2466 1.4450 0.1364
N -1.1428 0.3964 0.3073
C -0.8926 -0.9113 -0.0382
N 0.2067 -1.4548 -0.3455
H 1.9959 -0.7902 -1.1842
H -0.6104 2.4566 0.3626
H -2.1071 0.6420 0.4658
H -1.8031 -1.5137 -0.0615
*
```

## Properties
- frontier orbital gap (eV) = 8.701
- M (g/mol) = 96.089
- HOMO level (eV) = -9.6

Entry from the OMol25 dataset: a molecular structure, C4H4N2O at a distorted geometry (wB97M-V/def2-TZVPD).

The geometry in ORCA input format:
```
! RIJCOSX wB97M-V def2-TZVPD def2/J DEFGRID3
* xyz 0 1
C 0.1979 0.9695 -0.8548
C 0.2450 1.4728 0.2830
C -0.7469 -0.9291 2.2236
O 0.5460 1.2715 -2.0894
N -0.5232 0.1842 2.0574
C 0.0384 -0.9656 -0.8909
N 0.2498 -1.3583 -1.9856
H 0.5752 0.4088 -2.5777
H 0.4671 2.1441 1.0695
H -0.9810 -1.8857 2.6308
H -0.0684 -1.3122 0.1342
*
```

## Properties
- frontier orbital gap (alpha / beta) (eV) = 8.689 / 8.687
- M (g/mol) = 96.089
- HOMO level (alpha / beta) (eV) = -9.0 / -9.0

Entry from the OMol25 dataset: a single C4H4N2O molecule at a distorted geometry (wB97M-V/def2-TZVPD).

The geometry in ORCA input format:
```
! RIJCOSX wB97M-V def2-TZVPD def2/J DEFGRID3
* xyz 0 1
C -1.6387 -0.7198 0.0116
C -0.2863 0.5824 0.1743
C 1.0058 1.1788 -0.1050
C -0.1358 -0.6981 0.2156
H -1.7457 -1.3548 -0.9292
H -2.3029 -0.7874 0.9346
H 1.1779 2.2652 0.1310
H 2.7961 -0.1099 0.1428
N 1.7093 -0.0135 -0.0426
N 1.0512 -1.2062 -0.2567
O -1.6307 0.8634 -0.2763
*
```

## Properties
- frontier orbital gap (eV) = 9.385
- M (g/mol) = 96.089
- HOMO level (eV) = -8.6

Entry from the OMol25 dataset: a molecular structure, C4H4N2O at a distorted geometry (wB97M-V/def2-TZVPD).

The geometry in ORCA input format:
```
! RIJCOSX wB97M-V def2-TZVPD def2/J DEFGRID3
* xyz 0 1
C 1.4528 -0.0134 0.7836
C 2.1739 -0.0390 -0.1703
C -2.6240 -0.0632 0.3920
C -1.4752 -0.0424 -0.6441
N -0.7026 -1.1828 -1.0116
N -0.2716 -0.6169 0.0179
O -3.7882 -0.0536 0.2777
H 0.7489 0.3396 1.5781
H 3.1503 -0.1442 -0.5203
H -2.1502 0.0817 1.3401
H -1.3228 0.8450 -1.2376
*
```

## Properties
- frontier orbital gap (alpha / beta) (eV) = 8.956 / 8.957
- M (g/mol) = 96.089
- HOMO level (alpha / beta) (eV) = -9.2 / -9.2

Entry from the OMol25 dataset: a single C4H4N2O molecule at a distorted geometry (wB97M-V/def2-TZVPD).

The geometry in ORCA input format:
```
! RIJCOSX wB97M-V def2-TZVPD def2/J DEFGRID3
* xyz 0 1
N -1.9659 -1.3406 0.1085
C -1.1495 -0.8451 0.8154
C -0.3072 -0.1281 1.5991
N 0.6745 0.6659 1.0966
C 1.1354 0.9278 -0.0774
C 0.7507 0.4754 -1.4272
O -0.1456 -0.2959 -1.7195
H -1.9785 -1.8181 -0.7766
H -0.3998 -0.1548 2.6829
H 1.9942 1.6015 -0.0767
H 1.3917 0.9120 -2.2251
*
```

## Properties
- frontier orbital gap (eV) = 7.982
- M (g/mol) = 96.089
- HOMO level (eV) = -8.4

Entry from the OMol25 dataset: 2 unconnected molecules or ions with the total composition C4H4N2O (wB97M-V/def2-TZVPD).

The geometry in ORCA input format:
```
! RIJCOSX wB97M-V def2-TZVPD def2/J DEFGRID3
* xyz 0 1
N -1.6652 1.7533 1.0820
C -0.6975 1.5051 0.4874
C 0.4827 1.2973 -0.2583
O 1.1634 0.1886 -0.2542
C 0.9536 -0.9760 0.2823
C -0.1423 -1.2808 1.1182
N -1.0147 -1.6060 1.8147
H 0.9395 2.0859 -0.8366
H -0.9323 -0.2760 -1.8387
H -0.8144 -0.9931 -1.6660
H 1.7272 -1.6983 0.0693
*
```

## Properties
- frontier orbital gap (alpha / beta) (eV) = 7.849 / 7.834
- M (g/mol) = 96.089
- HOMO level (alpha / beta) (eV) = -9.1 / -9.1

Entry from the OMol25 dataset: 2 unconnected molecules or ions with the total composition C4H4N2O at a distorted geometry (wB97M-V/def2-TZVPD).

The geometry in ORCA input format:
```
! RIJCOSX wB97M-V def2-TZVPD def2/J DEFGRID3
* xyz 0 1
H 2.6601 -0.9674 -1.5567
N 2.5508 -0.4762 -0.6771
C 1.3814 -0.0771 -0.4144
O 1.1360 0.6028 0.7044
C 0.2763 -0.3271 -1.3169
N -0.4986 -0.5830 -2.1233
H 0.1782 0.7244 0.8531
C -1.9846 -0.2729 0.9036
C -1.8369 0.8231 1.3587
H -2.1151 -1.2312 0.4938
H -1.7477 1.7845 1.7748
*
```

## Properties
- frontier orbital gap (eV) = 11.462
- M (g/mol) = 96.089
- HOMO level (eV) = -11.0

Entry from the OMol25 dataset: a single C4H4N2O molecule (wB97M-V/def2-TZVPD).

The geometry in ORCA input format:
```
! RIJCOSX wB97M-V def2-TZVPD def2/J DEFGRID3
* xyz 0 1
O -2.4640 -0.9613 0.2350
C -1.3374 -0.5203 0.1297
C -0.5907 -0.4123 -1.1306
C 0.6734 0.0903 -1.1791
N 1.3420 0.5337 -0.0625
C 0.5603 0.3761 0.9639
N -0.6124 -0.0525 1.2618
H -1.0893 -0.7543 -2.0305
H 1.2256 0.1676 -2.1117
H 1.3079 0.3718 2.0216
H 0.9845 1.1613 1.9025
*
```

## Properties
- frontier orbital gap (eV) = 8.464
- M (g/mol) = 96.089
- HOMO level (eV) = -9.1

Entry from the OMol25 dataset: a molecular structure, C4H4N2O at a distorted geometry (wB97M-V/def2-TZVPD).

The geometry in ORCA input format:
```
! RIJCOSX wB97M-V def2-TZVPD def2/J DEFGRID3
* xyz 0 1
C -2.8081 -0.1774 0.0422
C -0.6723 -1.6568 -0.2792
C -1.5344 -0.5256 0.0711
C -0.1808 0.1164 0.5697
N -3.8202 0.3597 0.0878
N 0.3602 1.1552 -0.2537
O 0.5025 -1.0784 0.1639
H -0.9218 -2.6653 -0.3748
H -0.1123 0.2997 1.5912
H 0.2671 1.0648 -1.2418
H 0.1279 2.0661 -0.0514
*
```

## Properties
- frontier orbital gap (eV) = 8.891
- M (g/mol) = 96.089
- HOMO level (eV) = -9.0